[1]
Below is a 9-piece molecular cluster, C38H59I2N2O25 overall in a non-equilibrium geometry, with properties calculated with ωB97M-V/def2-TZVPD.

Summary:
LUMO level: 0.0589 Ha

The geometry in ORCA input format:
```
! RIJCOSX wB97M-V def2-TZVPD def2/J DEFGRID3
* xyz -1 1
I 2.44311 -5.57148 0.24280
I 3.66807 -1.03170 -1.64255
O 2.78984 4.66137 7.03623
O -4.82816 -1.25200 3.05360
O -2.54773 2.29664 3.85866
O 1.23540 -0.39156 -4.57420
O 0.24094 -6.72402 -2.14376
O -0.79345 -1.26196 -4.23865
O 1.28991 2.35382 -8.92863
O -0.16253 -0.55930 -6.30520
O -0.23000 3.98255 -9.25080
O 0.94135 -3.61418 4.77742
O -0.27947 -0.94784 0.25297
O 2.84994 3.06884 0.20504
O 0.72677 2.31094 0.09099
O -3.67507 -3.14582 3.47324
O -1.05552 -8.56140 -2.30021
O 3.64376 6.25561 5.68809
O -2.71320 3.94800 2.37007
O 0.35960 -1.87510 3.43018
O -0.31677 2.74940 -7.38052
O 1.66909 3.35245 -1.67483
O -1.95412 -6.49874 -2.47733
O 2.47679 -2.60595 3.48037
O -3.34538 4.30031 4.50577
O -5.47570 -2.59664 4.72479
O 1.48597 5.62343 5.49746
N -1.51162 -3.14950 1.41332
N 1.51123 -3.24575 -1.70103
C -0.46649 -3.31794 0.36353
C 0.77423 4.46171 5.97508
C -4.56679 -2.41103 3.72117
C -6.21203 -1.37500 4.84987
C 2.32908 -5.12749 6.10237
C 1.16747 -2.62567 3.85649
C -1.45350 -5.19169 -2.11504
C 3.29266 -3.69516 -0.29542
C 2.10695 -4.45812 4.76188
C 4.87734 4.34670 -0.25645
C 4.61670 -3.39786 0.37154
C 3.17655 -3.47135 4.36998
C -6.13763 -0.81767 3.45070
C 0.34266 2.96508 -8.56110
C 0.00632 -5.33639 -2.46128
C -1.37218 0.55836 2.58034
C 2.64077 -2.90607 -1.16239
C -2.18703 -4.09357 -2.85539
C 2.86051 4.13656 -1.79960
C 0.95138 0.26258 -6.72544
C -0.46876 -2.10395 -0.55339
C -6.27504 0.68725 3.34709
C 1.44115 4.25380 7.30908
C -1.91054 5.70006 -8.82935
C 0.51988 -2.18595 -1.74773
C 0.01027 -0.78546 -4.97253
C -1.94980 2.89044 1.74691
C 1.65796 2.85314 -0.40876
C 2.72964 5.58055 6.03526
C -1.21672 3.85708 -7.20993
C 3.10664 0.84664 -5.45155
C -2.91308 3.57996 3.65698
C -1.50042 4.25612 -8.63390
C 3.78220 3.46337 -0.81564
C -0.93300 -7.37503 -2.30469
C 2.02070 -0.15676 -5.75148
C -0.71852 4.70575 6.02934
C -2.36914 1.69028 2.55086
H 1.37839 -5.34451 6.58826
H 1.04282 4.90375 8.09203
H 2.62009 5.16711 -1.52412
H 5.11734 4.06257 0.76699
H -0.69745 4.63082 -6.64040
H -3.34741 1.31751 2.23285
H -0.89037 3.12788 1.85268
H 0.19287 -0.26543 -0.24050
H 0.99444 3.63985 5.28817
H -0.67160 -4.22277 -0.21451
H -6.85907 -1.30708 2.78920
H -1.57095 -0.14568 1.77721
H 1.95212 -5.21278 3.98557
H -5.92573 1.18637 4.25256
H -0.09430 -2.37328 -2.63511
H -1.59472 -5.07725 -1.03619
H 2.90438 -4.49168 6.77854
H 5.46060 -3.67691 -0.26490
H 3.96471 0.71568 -6.11035
H -1.41114 0.02237 3.52724
H 3.40660 0.68568 -4.41898
H -2.19402 2.80754 0.69100
H 0.66273 -4.68250 -1.87909
H -2.23653 3.59144 -9.09414
H 4.67720 -3.98343 1.29130
H 5.77912 4.26621 -0.86310
H 2.87926 -6.06000 5.97656
H 4.02298 -3.93761 3.86818
H -1.03365 5.36920 5.22696
H -2.10665 3.54728 -6.66672
H 3.23260 4.11431 -2.82229
H 4.57925 5.39690 -0.24275
H -1.26310 3.76837 5.93816
H -1.37193 -3.87334 2.11029
H 2.76170 1.87716 -5.56428
H -1.01607 5.17059 6.97151
H 4.21428 2.54890 -1.23228
H -1.74001 -3.89682 -3.83036
H 0.94050 -1.17520 -1.88449
H -1.56135 6.07367 -9.79093
H 0.48784 -3.32835 0.88413
H -3.23099 -4.36114 -3.02316
H -1.48930 -2.01933 -0.97192
H 4.68208 -2.36080 0.69016
H -2.14976 -3.16631 -2.28493
H -2.42023 -3.36793 1.01300
H -1.49074 6.34496 -8.05577
H -0.34997 0.91850 2.45333
H -5.68649 1.07217 2.51540
H 0.65184 1.31327 -6.62059
H -7.31785 0.96644 3.19580
H 1.41083 3.22066 7.64828
H -5.70567 -0.74656 5.58669
H 0.20892 -5.19370 -3.52579
H 3.53861 -2.87371 5.21237
H 1.21305 0.06506 -7.76129
H -7.23019 -1.57044 5.18160
H 2.47150 -1.10872 -6.04866
H -2.99493 5.79735 -8.78908
*
```

=====

[2]
Below is the molecule C24H42N2O4, with properties calculated with ωB97M-V/def2-TZVPD.

Summary:
Energy above the lowest of the compared OMol25 structures with the same formula, charge and spin: 12.70 kJ/mol
SMILES string: Cc1ccc(OC[C@@H](O)CN2CCN(C[C@@H](O)COC(C)C)CC2)c(C(C)(C)C)c1
LUMO level: 0.0249 Ha

The geometry in ORCA input format:
```
! RIJCOSX wB97M-V def2-TZVPD def2/J DEFGRID3
* xyz 0 1
O -1.05616 3.44732 -1.07845
O 6.30237 -0.30028 1.11461
O 5.65352 -1.06100 -2.34592
O -3.36249 0.84485 -0.09558
N 3.13988 -0.13076 -1.76039
N 0.52588 0.70869 -0.84733
C 1.48662 1.68054 -1.34013
C -5.48438 1.64227 0.74010
C 5.33293 -0.84802 -0.99365
C -2.87048 2.15943 -0.14733
C 7.42788 -0.26084 1.97802
C -5.18920 -0.67567 0.10392
C -8.76135 -0.16533 1.30180
C 6.60225 -0.42438 -0.25362
C -6.80341 1.40101 1.08340
C -7.33646 0.13490 0.94385
C -5.09327 -3.13830 -0.52800
C -3.78582 -1.47347 -1.80974
C 4.23865 0.22319 -0.87302
C -6.51314 -0.87637 0.45899
C -1.49306 2.13125 -0.83395
C 2.42529 0.99490 -2.33499
C 1.21819 -0.38480 -0.18946
C -4.32265 -1.81811 -0.41366
C 8.21360 1.04664 1.85258
C -4.67384 0.62840 0.24966
C -3.15677 -2.04369 0.55820
C 6.89192 -0.44107 3.39504
C 2.17811 -1.05271 -1.18030
C -0.49721 1.29994 -0.01336
H 4.65941 1.17448 -1.20727
H -5.92571 -3.05033 -1.22224
H 0.47894 -1.11812 0.14096
H -9.30098 -0.54114 0.43327
H 8.09620 -1.10370 1.72856
H 4.97406 -1.78762 -0.54266
H 0.94666 2.48443 -1.84062
H 8.65986 1.13926 0.86573
H -2.52945 -2.86006 0.20626
H 2.71244 -1.86449 -0.68501
H 3.95661 0.32079 0.18138
H -0.88065 3.87929 -0.23361
H -1.05260 0.48524 0.45463
H -4.42330 -3.90847 -0.90519
H -0.07064 1.93261 0.79120
H -5.46501 -3.46647 0.43993
H -9.26632 0.72651 1.66401
H -2.76671 2.57893 0.86685
H -3.21321 -2.31061 -2.20337
H -5.09326 2.63943 0.86633
H 7.37664 -1.18740 -0.41665
H 7.71270 -0.48767 4.10488
H 9.00765 1.07018 2.59377
H -8.80669 -0.92908 2.07738
H 6.31320 -1.35836 3.45661
H -3.13969 -0.60356 -1.77329
H 2.07624 2.11716 -0.51103
H 1.82675 0.60791 -3.16502
H 1.59095 -1.46933 -2.00368
H 6.24443 0.39340 3.64986
H -7.40912 2.21166 1.46172
H -2.54788 -1.15012 0.63781
H -6.94922 -1.85660 0.36021
H -3.53516 -2.29716 1.54678
H 7.54916 1.89135 2.01807
H 3.14514 1.71429 -2.73017
H -3.53488 2.80895 -0.73238
H 4.81811 -0.96176 -2.82887
H -1.59905 1.67035 -1.82025
H -4.61200 -1.26993 -2.48811
H 6.96147 0.52419 -0.67710
H 1.77748 -0.03699 0.69902
*
```

=====

[3]
Below is the molecule CH3NO2S in a non-equilibrium geometry, with properties calculated with ωB97M-V/def2-TZVPD.

Summary:
Energy above the lowest of the compared OMol25 structures with the same formula, charge and spin: 260.04 kJ/mol
SMILES string: O=S1(=O)CN1
LUMO level: 0.0184 Ha

The geometry in ORCA input format:
```
! RIJCOSX wB97M-V def2-TZVPD def2/J DEFGRID3
* xyz 0 1
S 0.07627 0.54852 0.73323
O -0.36363 1.92673 0.74576
O 0.47241 -0.06865 1.95801
N 0.89638 0.09880 -0.55942
C -0.66085 -0.51784 -0.40080
H -1.16883 0.06229 -1.17039
H -0.91305 -1.53225 -0.64552
H 1.66130 -0.51760 -0.66087
*
```

=====

[4]
Below is C31H24BN8O2RhS3 as an isolated structure, with properties calculated with ωB97M-V/def2-TZVPD.

Summary:
Energy above the lowest of the compared OMol25 structures with the same formula, charge and spin: 207.47 kJ/mol
LUMO level (spin up / spin down): -0.2224 / -0.2706 Ha

The geometry in ORCA input format:
```
! RIJCOSX wB97M-V def2-TZVPD def2/J DEFGRID3
* xyz 2 5
Rh -0.06254 -0.05644 -0.22577
S 1.43664 -3.64099 2.57515
S 0.69744 0.64956 -3.24316
S -0.87164 2.13892 3.73183
O 0.41117 4.36013 -0.65004
O 1.12361 2.96792 1.03402
N -0.84926 -2.18607 -0.39185
N 1.05620 -1.42656 1.12598
N 1.90426 -3.24517 -0.08725
N -2.08503 2.34794 1.33265
N 0.22681 1.87950 -1.00458
N 0.18563 -0.63060 -2.21827
N -0.98571 -1.79223 -3.88772
N -0.51524 0.64398 1.69396
C 0.32718 0.17342 2.70599
C -0.87540 -4.53741 0.40179
C 1.96820 6.15388 2.69321
C -1.20200 1.68470 2.10076
C -1.73389 5.13351 -4.64373
C -0.89608 -0.81655 -4.91388
C 1.33207 4.29008 1.41264
C -0.69220 3.08677 -3.07823
C -0.78465 -2.66988 -1.60436
C -0.53158 -1.62862 -2.64984
C -0.57572 -3.11487 0.67661
C -0.10249 1.29577 -5.76915
C 0.98023 6.48982 0.49630
C -1.52560 -1.06602 -6.12027
C 1.87791 4.76576 2.57843
C -0.20700 0.37609 -4.73386
C -0.15583 1.95517 -2.28696
C -2.06271 3.16167 -3.30707
C -2.58243 4.18620 -4.08721
C 1.52639 6.99523 1.67755
C -1.45047 -0.13517 -7.14354
C 1.03593 -2.84838 0.92979
C -0.95387 -4.97857 -0.87632
C -0.73703 1.04246 -6.97275
C 1.15908 -2.15232 3.32724
C -0.80882 -4.03737 -1.92476
C 0.94670 -1.11760 2.39860
C 0.90193 5.12395 0.40364
C 0.26982 0.85273 3.86026
C 0.15479 4.05102 -3.62561
C -0.36372 5.06683 -4.41172
B 0.55994 3.05235 -0.22842
H -2.13999 5.93066 -5.25294
H -1.02700 -2.76826 1.60595
H -1.56257 -2.59857 -4.07373
H 1.89692 -4.19594 -0.41463
H -2.51411 3.19669 1.65882
H 0.29628 5.81393 -4.83274
H -3.64849 4.24032 -4.26458
H 0.80350 0.66325 4.77832
H 1.21911 4.01411 -3.41896
H -2.72199 2.41197 -2.88334
H -0.72006 -4.36987 -2.95081
H 1.61347 8.06597 1.80145
H -1.12609 -6.02235 -1.10453
H 2.22419 -2.53889 -0.72731
H -2.12894 2.14758 0.34719
H 2.23334 4.10243 3.35583
H -2.07423 -1.99067 -6.25945
H -0.66659 1.76260 -7.77616
H 0.46216 2.20762 -5.63478
H 0.63989 7.13514 -0.30263
H 1.14349 -2.05561 4.40318
H -0.99950 -5.20964 1.24197
H 2.39517 6.58275 3.58968
H -1.94274 -0.34000 -8.08457
*
```